Record 1
{"formula": "C4H12N2O", "method": "ωB97M-V/def2-TZVPD", "species": ["N", "C", "C", "N", "C", "C", "O", "H", "H", "H", "H", "H", "H", "H", "H", "H", "H", "H", "H"], "positions_angstrom": [[1.9348, -0.7211, -1.4648], [1.5871, -1.2762, -0.1750], [1.4117, -0.1651, 0.8442], [0.3509, 0.8111, 0.5212], [-0.9181, 0.2619, 0.0878], [-2.0472, 1.2823, 0.2723], [-3.3124, 0.6735, -0.0045], [1.2089, -0.1215, -1.8331], [2.0761, -1.4526, -2.1585], [2.3916, -1.9640, 0.1038], [0.6640, -1.8626, -0.1612], [1.2192, -0.5632, 1.8368], [2.3326, 0.4223, 0.9429], [0.7345, 1.4544, -0.1615], [-0.9709, -0.0613, -0.9665], [-1.1368, -0.6035, 0.7327], [-2.0426, 1.6633, 1.2857], [-1.9407, 2.0715, -0.4706], [-3.5425, 0.1508, 0.7683]], "atomic_forces_ev_per_a": [[0.2, -0.1, -0.7], [0.0, -0.1, 0.3], [0.1, 0.7, 0.1], [0.6, -0.1, -0.2], [-0.4, 0.1, 0.3], [-0.1, -0.8, -0.4], [0.1, 0.1, 0.0], [-0.1, 0.0, 0.1], [0.0, 0.2, 0.2], [-0.1, 0.2, 0.2], [-0.1, -0.2, -0.2], [-0.2, -0.3, 0.1], [-0.1, -0.2, -0.1], [-0.2, 0.1, 0.0], [0.2, -0.2, 0.2], [0.0, 0.1, -0.2], [0.2, 0.4, 0.2], [0.0, 0.3, 0.2], [-0.1, -0.1, -0.1]], "mulliken_charge": [-0.640, -0.266, -0.827, -0.362, -0.287, -0.662, -0.519, 0.205, 0.234, 0.414, 0.248, 0.323, 0.384, 0.306, 0.171, 0.332, 0.351, 0.286, 0.310], "max_force_ha_per_bohr": 0.0176, "charge": 0, "gap_ev": 9.87, "e_above_lowest_kcal_mol": 35.2, "e_homo_ev": -8.935, "energy_ha": -344.328858, "smiles": "NCCNCCO"}


Record 2
{"formula": "H16O8Sr", "method": "ωB97M-V/def2-TZVPD", "species": ["Sr", "O", "H", "H", "O", "H", "H", "O", "H", "H", "O", "H", "H", "O", "H", "H", "O", "H", "H", "O", "H", "H", "O", "H", "H"], "positions_angstrom": [[0.6101, 12.5975, 11.8728], [2.3348, 11.6681, 10.2704], [2.9509, 12.3497, 9.9677], [2.8653, 10.8639, 10.3400], [1.2110, 14.6244, 10.5246], [1.8513, 15.2776, 10.8393], [1.1193, 14.8252, 9.5837], [3.1222, 13.6959, 12.5728], [3.3851, 14.6264, 12.5398], [3.9748, 13.2429, 12.5289], [-1.4254, 11.8633, 13.0598], [-1.5497, 11.5530, 13.9667], [-1.7869, 11.1449, 12.5168], [1.8330, 11.4183, 13.7391], [2.7958, 11.4236, 13.8122], [1.5380, 11.0788, 14.5954], [0.0680, 10.1386, 11.4577], [0.6222, 9.5691, 12.0117], [-0.3777, 9.5328, 10.8486], [0.1402, 14.3196, 13.7191], [-0.1797, 14.1749, 14.6192], [-0.5195, 14.9219, 13.3413], [-0.9487, 12.7288, 9.8018], [-0.8922, 13.0995, 8.9114], [-1.9010, 12.7068, 9.9765]], "atomic_forces_ev_per_a": [[0.5, 0.3, -0.1], [0.4, 0.1, 0.1], [0.0, -0.1, -0.1], [-0.1, 0.0, -0.2], [0.3, 0.5, -0.3], [-0.1, 0.0, 0.0], [-0.2, 0.0, 0.1], [0.3, 0.1, -0.3], [-0.1, -0.1, 0.3], [0.0, 0.0, 0.0], [-0.5, -0.4, 0.1], [-0.2, 0.2, 0.0], [0.0, 0.1, 0.2], [0.1, -0.4, 0.4], [-0.1, 0.1, 0.0], [0.0, 0.0, -0.1], [0.0, -0.6, 0.0], [-0.2, 0.0, 0.0], [0.1, 0.1, -0.1], [-0.4, 0.2, -0.2], [0.2, 0.1, 0.0], [0.1, 0.1, 0.2], [-0.4, 0.1, 0.1], [0.1, -0.1, 0.0], [0.1, 0.0, -0.1]], "mulliken_charge": [1.752, -0.573, 0.300, 0.298, -0.497, 0.250, 0.258, -0.495, 0.275, 0.291, -0.578, 0.287, 0.311, -0.490, 0.244, 0.265, -0.504, 0.285, 0.268, -0.610, 0.286, 0.345, -0.547, 0.264, 0.313], "max_force_ha_per_bohr": 0.0131, "charge": 2, "gap_ev": 12.63, "e_above_lowest_kcal_mol": 8.1, "e_homo_ev": -18.944, "energy_ha": -641.855891}


Record 3
{"formula": "C4H7NO", "method": "ωB97M-V/def2-TZVPD", "species": ["C", "C", "C", "C", "H", "H", "H", "H", "H", "H", "H", "N", "O"], "positions_angstrom": [[0.5172, 1.2926, -1.9188], [0.4297, 0.1044, -0.9182], [-0.5148, 0.3854, 0.1781], [-0.4182, -0.4318, 1.2244], [0.5136, 0.8700, -2.9574], [-0.3197, 2.0627, -1.8063], [1.4442, 1.7369, -1.9798], [-1.0741, 1.2659, 0.2653], [0.3641, -1.1622, 1.0006], [-0.6026, -1.2201, 3.0841], [-1.9528, -0.4318, 2.5071], [-0.9580, -0.5418, 2.4504], [1.0312, -0.9290, -1.0825]], "atomic_forces_ev_per_a": [[-2.6, -1.3, -1.1], [-1.0, 2.0, -0.9], [0.2, -0.7, 0.6], [2.2, -1.7, -0.6], [-0.6, 0.1, 0.8], [1.3, -1.1, -0.1], [2.2, 1.3, 0.7], [-0.8, 1.2, -0.5], [0.0, -0.2, 0.5], [0.3, -0.5, 0.0], [-0.2, 0.4, 0.3], [-1.2, 0.7, 0.2], [0.3, -0.2, 0.1]], "mulliken_charge": [-1.005, 0.849, -0.743, 0.065, 0.287, 0.253, 0.316, 0.285, 0.270, 0.237, 0.236, -0.452, -0.598], "max_force_ha_per_bohr": 0.0601, "charge": 0, "gap_ev": 9.73, "e_above_lowest_kcal_mol": 35.8, "e_homo_ev": -8.836, "energy_ha": -286.574588, "smiles": "CC(=O)/C=C/N"}


Record 4
{"formula": "C14H17ClN2O3", "method": "ωB97M-V/def2-TZVPD", "species": ["O", "C", "N", "C", "C", "C", "C", "C", "C", "O", "H", "H", "H", "H", "H", "H", "C", "C", "C", "N", "C", "O", "C", "H", "H", "Cl", "C", "H", "C", "H", "H", "H", "H", "H", "H", "H", "H"], "positions_angstrom": [[0.8916, -1.5948, 0.8239], [0.0397, -1.0090, 0.1944], [-1.2949, -1.2386, 0.2912], [-1.9778, -2.1282, 1.1258], [-1.3600, -3.0079, 2.0025], [-2.1221, -3.8540, 2.7908], [-3.5018, -3.8315, 2.7124], [-4.1300, -2.9568, 1.8400], [-3.3793, -2.1071, 1.0485], [-3.9542, -1.2214, 0.1699], [-4.9130, -1.3069, 0.2189], [-5.2097, -2.9321, 1.7732], [-4.0966, -4.4903, 3.3260], [-1.6297, -4.5331, 3.4692], [-0.2849, -3.0190, 2.0593], [-1.9187, -0.6861, -0.2822], [0.3633, 0.1113, -0.7966], [0.0386, 1.4673, -0.1554], [0.4444, 2.6013, -1.0961], [1.8541, 2.5040, -1.4208], [2.7037, 3.4327, -0.9229], [2.3178, 4.3994, -0.3044], [4.1853, 3.1949, -1.2244], [4.5375, 2.2797, -0.7480], [4.3662, 3.1634, -2.2990], [5.1511, 4.5335, -0.5697], [2.1946, 1.2607, -2.0737], [1.6112, 1.1967, -3.0014], [1.8442, 0.0747, -1.1733], [2.4383, 0.1103, -0.2591], [2.0760, -0.8596, -1.6858], [3.2499, 1.2353, -2.3357], [-0.1348, 2.5475, -2.0248], [0.2793, 3.5711, -0.6247], [0.5937, 1.5635, 0.7795], [-1.0259, 1.5468, 0.0705], [-0.2470, -0.0179, -1.6980]], "atomic_forces_ev_per_a": [[0.2, -0.1, 0.2], [0.0, 0.4, -0.6], [-0.6, 0.1, -0.1], [-0.2, -0.1, 0.1], [0.1, 0.0, 0.0], [-0.1, 0.0, 0.0], [0.0, 0.0, 0.0], [0.1, 0.1, -0.1], [0.1, -0.2, 0.2], [0.1, 0.0, 0.0], [0.1, 0.0, 0.0], [-0.1, 0.0, 0.0], [-0.1, -0.1, 0.1], [0.1, -0.1, 0.1], [0.0, 0.0, 0.0], [0.3, 0.0, 0.0], [0.4, -0.1, 0.4], [-0.1, 0.1, -0.3], [-0.2, 0.2, 0.3], [-0.4, -0.1, -0.1], [0.2, 0.1, -0.1], [0.0, 0.1, 0.2], [0.1, 0.4, 0.2], [0.0, 0.0, -0.1], [0.0, -0.1, 0.1], [0.1, -0.1, -0.1], [0.1, -0.3, 0.1], [0.1, 0.0, 0.0], [-0.2, 0.0, -0.2], [0.0, 0.0, 0.0], [0.1, 0.0, 0.0], [0.0, 0.0, -0.1], [0.0, 0.0, 0.0], [0.0, -0.1, -0.1], [0.0, 0.0, 0.1], [0.0, 0.0, 0.1], [0.0, 0.0, 0.0]], "mulliken_charge": [-0.673, 0.106, -0.017, 0.092, -0.470, -0.756, -0.588, -0.616, 1.018, -0.584, 0.312, 0.261, 0.377, 0.372, 0.509, 0.284, 0.217, -0.569, -1.059, 0.115, 0.919, -0.641, -0.627, 0.290, 0.340, -0.167, -1.056, 0.254, -0.688, 0.204, 0.456, 0.549, 0.355, 0.474, 0.317, 0.374, 0.315], "max_force_ha_per_bohr": 0.0129, "charge": 0, "gap_ev": 8.85, "e_above_lowest_kcal_mol": 0.0, "e_homo_ev": -8.464, "energy_ha": -1339.157195, "smiles": "O=C(Nc1ccccc1O)C1CCN(C(=O)CCl)CC1"}


Record 5
{"formula": "C9H14NO3S", "method": "ωB97M-V/def2-TZVPD", "species": ["O", "S", "O", "O", "C", "C", "C", "C", "C", "C", "C", "C", "C", "N", "H", "H", "H", "H", "H", "H", "H", "H", "H", "H", "H", "H", "H", "H"], "positions_angstrom": [[3.0531, -2.8676, -0.0077], [1.9416, -2.0170, -0.2295], [0.9618, -1.8278, 0.8014], [1.1755, -2.6132, -1.5161], [2.4556, -0.4075, -0.8164], [1.7877, 0.8026, -0.1274], [0.7949, 1.5731, -0.9999], [-0.4871, 0.7757, -1.3230], [-1.2776, 0.4980, -0.0729], [-1.8389, 1.5066, 0.6832], [-2.5298, 1.2003, 1.8452], [-2.6480, -0.1271, 2.2599], [-2.0863, -1.0974, 1.4939], [-1.4426, -0.7609, 0.3620], [0.8872, -1.9116, -2.1118], [3.5330, -0.3830, -0.6416], [2.3351, -0.3851, -1.9027], [1.3241, 0.5253, 0.8205], [2.6041, 1.4813, 0.1310], [1.2779, 1.9302, -1.9106], [0.4860, 2.4667, -0.4482], [-0.2061, -0.1632, -1.8084], [-1.1261, 1.3312, -2.0112], [-1.7258, 2.5280, 0.3400], [-2.9709, 1.9999, 2.4276], [-3.1660, -0.3901, 3.1711], [-2.1052, -2.1498, 1.7462], [-1.0071, -1.5176, -0.1547]], "atomic_forces_ev_per_a": [[0.0, 0.1, 0.0], [0.2, -0.2, -0.4], [-0.2, -0.1, 0.1], [-0.1, 0.0, 0.2], [0.2, 0.4, 0.1], [0.3, 0.2, -0.2], [-0.3, 0.0, 0.4], [0.3, -0.1, 0.2], [0.0, -0.2, -0.1], [-0.1, 0.2, 0.1], [0.0, 0.0, -0.1], [-0.3, 0.6, 0.4], [0.2, -0.4, -0.3], [-0.1, -0.1, -0.2], [0.0, -0.1, -0.1], [-0.1, -0.2, 0.0], [0.0, 0.0, 0.1], [0.1, -0.2, -0.1], [-0.2, 0.0, 0.0], [-0.1, -0.1, -0.1], [0.1, 0.0, -0.1], [-0.3, 0.0, 0.0], [0.1, 0.0, -0.1], [-0.1, -0.1, 0.1], [0.0, -0.1, 0.0], [0.0, 0.0, 0.0], [0.0, 0.1, -0.1], [0.1, 0.1, 0.1]], "mulliken_charge": [-0.618, 1.258, -0.584, -0.516, -1.071, -0.523, -0.878, -0.609, 0.597, -0.504, -0.326, -0.622, -0.237, 0.105, 0.389, 0.430, 0.480, 0.442, 0.414, 0.434, 0.411, 0.103, 0.375, 0.415, 0.435, 0.432, 0.426, 0.343], "max_force_ha_per_bohr": 0.0141, "charge": 1, "gap_ev": 10.37, "e_above_lowest_kcal_mol": 0.0, "e_homo_ev": -14.599, "energy_ha": -1029.771514, "smiles": "O=S(=O)(O)CCCCc1cccc[nH+]1"}


Record 6
{"formula": "C21H42NO3P3Pt", "method": "ωB97M-V/def2-TZVPD", "species": ["P", "C", "H", "H", "H", "C", "H", "H", "H", "C", "H", "H", "H", "P", "C", "H", "H", "H", "C", "H", "H", "H", "C", "H", "H", "H", "P", "C", "H", "H", "H", "C", "H", "H", "H", "C", "H", "H", "H", "Pt", "C", "O", "C", "O", "C", "C", "C", "C", "C", "C", "H", "H", "H", "H", "H", "H", "C", "N", "C", "C", "C", "O", "H", "H", "H", "H", "H", "H", "H", "H", "H"], "positions_angstrom": [[-1.4789, 2.8986, -1.0925], [-3.2734, 3.2185, -1.2726], [-3.4475, 4.3588, -1.2306], [-3.8074, 2.7009, -0.4210], [-3.6950, 2.8225, -2.2705], [-0.9178, 3.4032, 0.5554], [0.1791, 3.4708, 0.5941], [-1.2664, 2.6849, 1.3094], [-1.3387, 4.3999, 0.7731], [-0.6023, 3.9051, -2.3226], [-0.7881, 4.9771, -2.1323], [-0.9826, 3.6507, -3.3210], [0.4796, 3.7003, -2.2672], [1.9614, -2.3486, -3.9245], [0.1265, -2.7797, -3.8886], [-0.0515, -3.7248, -4.4189], [-0.4806, -1.9713, -4.3072], [-0.3316, -2.7900, -2.8512], [2.6700, -1.8343, -5.5163], [3.6866, -1.4559, -5.3032], [2.1662, -0.9026, -5.9071], [2.7192, -2.6386, -6.2731], [2.9919, -3.7205, -3.3015], [2.9550, -4.6472, -3.9536], [2.7656, -3.9447, -2.1753], [4.0381, -3.3105, -3.2443], [0.6305, -1.7861, 2.9780], [-0.5946, -2.7351, 3.9757], [-0.4301, -2.5141, 5.0730], [-0.4999, -3.8334, 3.7985], [-1.6148, -2.4278, 3.6897], [2.3043, -2.2924, 3.4305], [2.3877, -2.3018, 4.5326], [3.0509, -1.5984, 3.0070], [2.4907, -3.3034, 3.0442], [0.4062, -0.0329, 3.3689], [0.2505, 0.0495, 4.4584], [-0.4766, 0.3491, 2.8388], [1.2877, 0.5628, 3.0888], [3.5777, 0.8349, -1.0058], [-1.0607, 1.1451, -1.5322], [-0.4895, 0.0801, -1.8008], [0.3681, -2.0828, 1.1524], [0.3827, -1.8879, -0.0613], [4.8049, 0.8974, 0.5793], [3.4226, 0.9469, 1.0543], [2.4859, 1.8489, 0.3973], [2.9841, 2.7107, -0.6185], [4.4248, 2.8095, -0.9779], [5.3467, 1.8815, -0.3510], [5.4590, 0.1277, 0.9412], [3.0693, 0.2952, 1.7862], [1.3852, 1.8124, 0.6872], [2.2432, 3.3497, -1.1451], [4.8350, 3.4412, -1.7199], [6.4316, 1.8792, -0.6870], [-5.5936, -0.9431, 1.7393], [-4.2492, -0.7846, 1.1887], [-3.8090, -1.7596, 0.2058], [-3.2573, -0.0295, 1.7724], [-3.7168, 0.8918, 2.8889], [-2.1184, -0.1080, 1.3808], [-6.1984, -1.5095, 1.0171], [-6.0652, 0.0387, 1.9132], [-5.5822, -1.4921, 2.6983], [-3.0491, -1.2924, -0.4560], [-3.3548, -2.6535, 0.7047], [-4.6961, -2.0898, -0.3776], [-2.8731, 1.5425, 3.1482], [-4.5627, 1.5222, 2.5728], [-4.0147, 0.3188, 3.7836]], "atomic_forces_ev_per_a": [[0.2, 0.0, -0.4], [-0.8, -0.2, -0.3], [0.4, -1.7, 0.1], [0.5, 0.7, -0.9], [0.8, 0.6, 1.5], [-0.1, -0.1, 0.2], [-0.4, 0.0, -0.1], [0.0, 0.2, -0.2], [0.1, -0.3, -0.1], [0.1, -0.4, -0.1], [0.0, -0.5, 0.1], [0.2, 0.1, 0.2], [-0.5, 0.1, -0.1], [-1.0, -1.6, -0.5], [-0.1, 0.9, 1.1], [0.2, 0.2, 0.1], [0.4, -0.1, -0.6], [1.2, -0.5, -0.8], [-0.2, 1.7, 0.0], [-0.2, -0.5, 0.0], [0.1, -1.2, 0.2], [-0.2, 0.2, 0.4], [0.6, 0.1, 1.9], [-0.1, 1.1, 0.7], [0.0, 0.1, -2.2], [-0.8, -0.5, -0.5], [-0.4, 0.7, 0.1], [0.1, -0.3, -0.2], [0.0, -0.1, -1.2], [0.1, 0.8, 0.1], [0.4, 0.0, 0.1], [0.1, -0.2, -0.5], [-0.2, 0.0, -0.4], [-0.4, -0.3, 0.2], [0.0, 0.2, 0.2], [0.0, 0.2, 0.2], [0.1, 0.0, -0.3], [0.1, -0.2, 0.1], [-0.2, -0.3, 0.1], [-1.3, -6.1, -7.0], [1.1, -3.4, -1.3], [-2.0, 5.2, 1.5], [-0.4, -0.6, -3.6], [0.5, -0.1, 5.4], [0.7, 1.4, 1.6], [0.2, 2.0, -0.2], [-1.2, 0.1, 3.1], [0.2, 3.1, -0.4], [0.3, -0.8, 2.2], [0.8, 1.4, -0.2], [0.2, -0.3, 0.2], [-0.3, -1.0, 1.0], [1.7, 0.1, -0.5], [0.9, -0.5, 0.3], [-0.1, 0.8, -0.7], [-1.5, -0.1, 0.7], [-0.4, 0.2, 0.4], [1.2, 0.4, 0.4], [0.0, -0.5, -0.4], [-4.3, -0.6, 0.4], [0.4, 0.2, -0.1], [3.0, 0.3, -0.6], [0.2, 0.3, 0.3], [0.1, -0.5, -0.1], [0.0, 0.2, -0.4], [-0.5, -0.4, 0.3], [-0.3, 0.6, -0.4], [0.8, 0.2, 0.3], [-0.2, -0.1, 0.1], [0.2, -0.3, 0.2], [0.0, 0.2, -0.4]], "mulliken_charge": [1.094, -1.068, 0.439, 0.302, 0.402, -0.889, 0.390, 0.073, 0.480, -1.028, 0.425, 0.426, 0.226, 0.594, -0.866, 0.416, 0.339, 0.216, -0.935, 0.358, 0.346, 0.383, -0.896, 0.398, 0.285, 0.347, 1.148, -1.047, 0.453, 0.408, 0.265, -1.060, 0.407, 0.295, 0.435, -0.637, 0.478, -0.154, 0.350, 1.235, 0.125, -0.317, 0.093, -0.381, -0.884, 0.128, 0.583, -0.134, -0.764, -0.439, 0.523, -0.007, -0.402, 0.229, 0.457, 0.380, -0.947, 0.209, -0.721, 0.643, -1.362, -0.618, 0.328, 0.333, 0.333, 0.070, 0.230, 0.410, 0.285, 0.414, 0.368], "max_force_ha_per_bohr": 0.1820, "charge": 4, "gap_ev": [6.56, 5.22], "e_above_lowest_kcal_mol": 73.6, "e_homo_ev": [-18.218, -18.245], "energy_ha": -2247.422404, "multiplicity": 5}


> Which formula does entry 2 have?

H16O8Sr


> Number 5 is which compound?

C9H14NO3S